No. 1
Molecular formula: C8H12LuN2P
Method: DFT, the ωB97M-V functional and the def2-TZVPD basis

The geometry in XYZ format:
```
24
Properties=species:S:1:pos:R:3:forces:R:3
C -0.99082 2.29533 -1.18183 2.80 -0.36 1.53
C -2.04234 2.18074 -2.02689 -1.16 0.15 -0.94
C -2.89588 1.05887 -2.23611 0.11 -0.34 0.60
C -2.79466 -0.15419 -1.50177 -1.42 0.47 -1.11
C -1.86690 -0.44062 -0.56543 2.19 -0.10 1.87
Lu 0.05635 0.44351 -0.36238 -2.46 0.85 -3.37
P 1.63089 2.17784 0.84611 0.05 0.76 0.68
H -0.36388 3.20821 -1.14661 -0.95 0.38 -0.43
H -2.29428 3.07762 -2.60650 -0.20 -0.19 -0.18
H -3.73050 1.16665 -2.92723 0.19 -0.02 0.08
H -1.80791 -1.32214 0.09407 -1.14 -0.42 -0.41
H -3.55460 -0.92022 -1.66644 -0.30 0.18 -0.40
H 1.55884 2.02514 2.25536 0.46 0.44 -0.13
H 1.35626 3.53793 0.63215 0.28 -0.01 0.21
H 3.01687 2.06848 0.59264 -0.01 0.29 0.35
N 1.44916 -3.21407 1.37206 0.47 0.40 0.17
C 2.47050 -2.38695 1.85208 -0.02 -0.76 0.09
C 2.17993 -1.13936 1.44387 -1.13 -0.26 -0.61
N 0.97899 -1.19863 0.71810 1.05 -1.91 1.21
C 0.55692 -2.47489 0.68464 1.44 1.26 0.72
H 1.39407 -4.20450 1.51089 -0.01 -0.22 0.05
H 3.31426 -2.73508 2.43018 -0.25 -0.22 -0.10
H 2.71635 -0.20234 1.59941 -0.23 -0.57 -0.02
H -0.33760 -2.84733 0.18964 0.24 0.21 0.16
```
Positions in Å, forces in eV/Å.

Kohn-Sham gap, Ha: 0.1612
E_LUMO, eV: -0.21
Strongest force on any atom, eV/A: 4.3

In elementary charge units, the Löwdin charges are: -0.3594, -0.3477, -0.2121, -0.3323, -0.3662, 1.1828, 0.6379, -0.0691, 0.0707, 0.0629, -0.0534, 0.0713, -0.1081, -0.1015, -0.1174, 0.0771, -0.0723, -0.1451, -0.1515, -0.1342, 0.1554, 0.1188, 0.0665, 0.1269

---

No. 2
Molecular formula: C8H12N2
Method: DFT, the ωB97M-V functional and the def2-TZVPD basis

The geometry in XYZ format:
```
22
Properties=species:S:1:pos:R:3:forces:R:3
N -1.29607 -0.59798 3.49063 0.61 1.29 -1.51
C -0.88710 0.00660 2.58219 0.12 -1.69 0.54
N 0.96719 0.07560 0.84798 0.09 -0.25 1.58
C 0.82570 -1.34872 0.41937 -1.62 1.20 -0.36
C 1.46547 0.89338 -0.26393 -0.40 0.12 0.03
C -0.33994 0.63386 1.33785 -0.15 -0.41 -0.59
C -0.18538 -1.41590 -0.75699 -0.62 -0.47 -0.37
C 0.44897 0.87013 -1.41695 1.30 0.73 -1.62
C -1.37737 0.59264 0.15621 -0.07 -0.05 0.37
C -0.72066 0.02482 -1.09003 0.71 -1.51 0.96
H 0.48225 -2.00823 1.21845 0.15 0.46 0.29
H 1.73301 -1.74793 0.04292 1.27 0.07 0.11
H 2.37845 0.44867 -0.65518 0.25 -0.01 0.48
H 1.68930 1.93685 0.06117 -0.17 -0.83 0.00
H -0.28040 1.68359 1.63191 0.84 0.02 -0.22
H 0.32586 -1.87746 -1.63986 -0.61 0.48 0.49
H -1.01093 -2.09779 -0.45109 0.29 0.49 -0.47
H 0.95112 0.49600 -2.34585 -0.41 0.31 0.60
H 0.10690 1.87644 -1.63518 -0.06 0.30 -0.16
H -1.69500 1.63130 0.01209 -0.38 -0.35 -0.22
H -2.19864 -0.06760 0.38893 -0.57 0.16 0.32
H -1.38273 -0.00827 -1.93463 -0.58 -0.06 -0.23
```
Positions in Å, forces in eV/Å.

Energy relative to the best compared isomer or geometry (same formula, charge and spin), kcal per mole: 31.26
Kohn-Sham gap, Ha: 0.3525
E_LUMO, eV: 0.82
Structure (SMILES): N#C[C@@H]1CC2CCN1CC2
Strongest force on any atom, eV/A: 2.2

In elementary charge units, the natural (NBO) charges are: -0.3207, 0.2857, -0.4179, -0.2369, -0.2280, -0.1555, -0.4259, -0.4291, -0.4077, -0.2203, 0.2150, 0.2042, 0.2071, 0.2049, 0.2393, 0.2070, 0.2093, 0.2053, 0.2042, 0.2125, 0.2225, 0.2248

---

No. 3
Molecular formula: C8H12N2O7
Method: DFT, the ωB97M-V functional and the def2-TZVPD basis

The geometry in XYZ format:
```
29
Properties=species:S:1:pos:R:3:forces:R:3
C 0.54224 0.48286 1.66595 -0.32 3.07 0.06
C 0.37223 0.28017 0.16923 0.08 2.24 1.06
C 1.31471 1.90539 1.84124 -0.99 -0.97 -0.02
C 1.32913 2.42377 3.26002 1.64 1.21 0.31
C -0.76570 -1.35579 -1.11601 1.19 -1.79 -0.76
C 0.21159 -2.22768 -1.84548 -0.09 -2.13 -2.28
C -1.37363 -0.25273 -2.00659 -2.00 -1.26 1.70
C -2.55144 -0.79691 -2.81253 1.34 1.36 1.24
H 2.29148 -0.57958 1.85656 -0.78 0.05 0.21
H 1.32181 -0.34950 3.23845 0.49 -1.26 -2.16
H -0.50059 0.48639 2.17708 1.69 0.04 -0.90
H 2.29633 1.50735 1.61322 0.66 0.64 0.10
H 1.10991 2.75245 1.13060 -0.24 -1.30 0.71
H 1.29948 4.13217 4.11865 0.14 0.16 0.64
H 0.22870 -1.58753 0.85575 -0.51 0.43 -1.11
H -1.50571 -2.05095 -0.72818 -0.73 0.16 -0.43
H -1.94644 0.33626 -1.26353 0.58 0.56 -0.53
H -0.74147 0.32679 -2.62966 0.76 0.46 -0.05
H -3.32935 -0.59014 -4.40688 -1.04 -0.05 -0.80
H 0.68322 -3.08679 -3.42206 -1.82 -0.17 0.91
N 1.30811 -0.61188 2.17924 0.47 0.47 3.69
N 0.02304 -0.99917 0.01770 -0.81 1.79 -0.02
O 0.47845 1.25321 -0.60528 -0.52 -2.50 0.42
O 1.58594 1.83321 4.29406 -0.97 0.34 -1.23
O 1.27970 3.81938 3.21554 -0.50 -1.68 -0.29
O 1.32698 -2.45684 -1.51440 1.68 0.60 1.12
O -3.29187 -1.64949 -2.46829 -0.84 -1.89 0.42
O -2.79592 -0.02455 -3.85976 0.82 0.44 -0.87
O -0.20093 -2.91987 -2.95466 0.61 0.96 -1.12
```
Positions in Å, forces in eV/Å.

Energy relative to the best compared isomer or geometry (same formula, charge and spin), kcal per mole: 49.04
Kohn-Sham gap, Ha: 0.3763
E_LUMO, eV: 0.48
Structure (SMILES): N[C@@H](CC(=O)O)C(=O)N[C@@H](CC(=O)O)C(=O)O
Strongest force on any atom, eV/A: 3.7

In elementary charge units, the natural (NBO) charges are: -0.1143, 0.6599, -0.5459, 0.7949, -0.1524, 0.7746, -0.5077, 0.7991, 0.3705, 0.3978, 0.2158, 0.2338, 0.2778, 0.4894, 0.4622, 0.2579, 0.2565, 0.2667, 0.4950, 0.5007, -0.8561, -0.6091, -0.6322, -0.6042, -0.6925, -0.5773, -0.5895, -0.6714, -0.7000

---

No. 4
Molecular formula: C8H12N2OS
Method: DFT, the ωB97M-V functional and the def2-TZVPD basis

The geometry in XYZ format:
```
24
Properties=species:S:1:pos:R:3:forces:R:3
C 1.84741 3.74109 -0.33146 0.15 -3.21 -0.96
C 0.93759 2.93722 0.22488 -1.46 1.46 1.27
C 0.73704 1.52049 0.00310 1.22 -0.12 -0.57
C -0.42617 0.86621 0.18099 -0.53 3.43 0.31
C 0.36562 -1.59845 -0.05127 0.44 1.12 0.33
C 1.57802 -1.60787 0.49728 -0.20 0.10 -0.43
C -0.64688 -0.50997 -0.04729 -0.07 -2.29 0.25
C 2.51964 -2.75958 0.21084 3.23 2.50 3.82
N -4.73470 -0.59128 -0.32083 0.49 0.39 1.53
N -1.87433 -0.85579 -0.16552 -1.71 -0.29 0.41
O -2.57796 -1.87922 -0.20557 2.05 0.32 -0.37
S -4.15868 0.80188 0.38896 -0.30 -0.83 -0.78
H 1.84970 4.69406 0.05735 0.51 2.21 0.10
H 2.54613 3.33252 -1.11276 -0.58 0.83 0.96
H 0.23727 3.44144 0.96388 0.76 -0.74 -0.88
H 1.73228 1.13035 -0.35400 -1.50 -0.58 0.23
H -1.38065 1.51587 0.45782 2.15 -1.56 -0.50
H 0.11337 -2.42823 -0.63371 -0.80 -1.31 -0.72
H 1.88055 -0.68264 0.95011 0.52 -0.03 0.63
H 1.94233 -3.45028 -0.26257 -0.82 -2.25 -1.80
H 3.05015 -3.25606 1.17411 -1.57 1.16 -1.93
H 3.41249 -2.29411 -0.30251 -1.04 -0.99 -0.12
H -4.19617 -1.40507 -0.01458 -0.60 0.03 0.45
H -4.75407 -0.66257 -1.30722 -0.33 0.65 -1.23
```
Positions in Å, forces in eV/Å.

Energy relative to the best compared isomer or geometry (same formula, charge and spin), kcal per mole: 170.15
Kohn-Sham gap (alpha / beta), Ha: 0.2817 / 0.2730
E_LUMO (alpha / beta), eV: -0.80 / -0.83
Strongest force on any atom, eV/A: 5.6

In elementary charge units, the natural (NBO) charges are: -0.3756, -0.2127, -0.2130, -0.2030, -0.2504, -0.1251, 0.0711, -0.6299, -0.8825, 0.1253, -0.3469, 0.1610, 0.2051, 0.1977, 0.1996, 0.2130, 0.2388, 0.2022, 0.2040, 0.2108, 0.2179, 0.2268, 0.3961, 0.3698